Entry 1:
Entry from OMol25: a molecular structure, C17H45FFeO6 (wB97M-V/def2-TZVPD).

- HOMO-LUMO gap (spin up / spin down) (eV) = 8.76 / 6.95
- E (eV) = -67741.9446
- lowest unoccupied orbital energy (spin up / spin down) (eV) = -3.195 / -4.999
- energy relative to the best compared isomer or geometry (same formula, charge and spin) (eV) = 1.441
- expectation value of S² = 8.76
- 2S+1 = 6
- total charge = +1

Positions of all 70 atoms, in Å:
Fe 19.070 22.374 -15.937
C 18.571 20.993 -12.336
C 18.678 20.155 -13.597
O 18.825 20.936 -14.742
H 17.725 21.678 -12.304
H 19.520 21.465 -12.068
H 18.445 20.333 -11.470
H 17.732 19.607 -13.663
H 19.491 19.440 -13.450
F 17.433 22.063 -16.855
C 18.888 25.292 -19.177
C 19.276 23.850 -18.821
C 20.482 23.364 -19.645
O 19.593 23.840 -17.415
H 19.681 26.007 -18.926
H 18.020 25.693 -18.654
H 18.688 25.371 -20.245
H 18.360 23.341 -19.116
H 21.425 23.513 -19.113
H 20.521 23.815 -20.631
H 20.466 22.275 -19.710
H 20.203 24.565 -17.235
C 14.562 23.854 -18.026
C 14.424 22.734 -19.036
C 15.022 23.241 -20.356
O 15.212 21.624 -18.667
H 15.623 24.010 -17.791
H 14.083 23.602 -17.073
H 14.196 24.855 -18.257
H 13.369 22.538 -19.229
H 14.702 22.623 -21.196
H 16.108 23.346 -20.316
H 14.701 24.244 -20.663
H 15.901 21.881 -18.046
C 20.156 18.693 -17.154
C 20.902 19.993 -16.955
C 22.192 20.152 -17.761
O 20.093 21.130 -17.384
H 20.710 17.863 -16.727
H 20.072 18.559 -18.243
H 19.086 18.728 -16.947
H 21.109 20.187 -15.903
H 21.940 20.147 -18.830
H 22.900 19.320 -17.731
H 22.763 21.061 -17.583
H 19.940 21.096 -18.334
C 14.695 19.899 -14.964
C 14.230 21.344 -15.016
C 13.091 21.726 -14.112
O 15.409 22.165 -14.767
H 13.874 19.214 -15.189
H 15.136 19.595 -14.009
H 15.481 19.633 -15.678
H 13.943 21.492 -16.063
H 13.423 22.008 -13.108
H 12.468 20.861 -13.876
H 12.473 22.533 -14.499
H 15.965 21.839 -15.492
C 17.195 25.838 -15.440
C 18.115 25.066 -14.470
C 17.628 25.262 -13.039
O 17.975 23.656 -14.769
H 16.957 26.819 -15.027
H 16.218 25.360 -15.520
H 17.695 25.960 -16.398
H 19.145 25.388 -14.619
H 16.670 24.729 -12.924
H 17.333 26.261 -12.730
H 18.251 24.711 -12.333
H 17.165 23.422 -14.280

Entry 2:
Entry from OMol25: 5 unconnected molecules or ions with the total composition C45H66BN4O12PS (wB97M-V/def2-TZVPD).

- HOMO-LUMO gap (eV) = 6.33
- E (eV) = -99062.6365
- lowest unoccupied orbital energy (eV) = -1.689
- SMILES = CCCN[C@H]([C@H](CCCS)O[C@@H](CCCCCCCCCCOC)B(N)O)N(N)P(C)O.O=C1C=CC(=O)C=C1.O=C1C=CC(=O)C=C1.O=C1C=CC(=O)C=C1.O=C1C=CC(=O)C=C1
- 2S+1 = 1

Positions of all 130 atoms, in Å:
C 3.556 -2.234 0.736
C 2.433 -1.372 1.348
C 1.381 -0.884 0.362
N 0.947 -1.914 -0.586
C -0.363 -1.629 -1.196
C -0.939 -2.939 -1.774
C -1.812 -2.730 -3.010
C -2.399 -4.047 -3.524
C -3.623 -3.790 -4.414
S -4.740 -5.229 -4.520
O -1.749 -3.463 -0.748
C -1.683 -4.817 -0.302
C -3.123 -5.386 -0.262
C -4.166 -4.275 -0.295
C -5.617 -4.734 -0.156
C -6.519 -3.486 -0.173
C -7.065 -3.150 -1.570
C -7.105 -1.647 -1.851
C -5.680 -1.069 -2.030
C -5.316 0.174 -1.199
C -4.298 -0.136 -0.091
C -3.607 1.133 0.395
O -3.177 1.106 1.739
C -2.384 -0.019 2.054
B -0.638 -5.810 -1.007
N 0.831 -5.713 -0.770
O -1.067 -6.839 -1.782
N -0.262 -0.519 -2.132
N -0.505 0.729 -1.417
P 1.283 -0.373 -2.939
C 1.611 -2.010 -3.683
O 0.788 0.454 -4.281
H 3.305 -2.631 -0.244
H 4.486 -1.670 0.664
H 3.784 -3.078 1.387
H 2.891 -0.488 1.791
H 1.964 -1.923 2.166
H 0.533 -0.453 0.903
H 1.816 -0.063 -0.213
H 0.880 -2.798 -0.091
H -1.051 -1.321 -0.403
H -0.072 -3.548 -2.047
H -2.636 -2.087 -2.685
H -1.270 -2.241 -3.811
H -2.710 -4.701 -2.716
H -1.652 -4.551 -4.141
H -4.213 -2.969 -4.013
H -3.342 -3.602 -5.446
H -5.038 -5.294 -3.220
H -1.359 -4.788 0.750
H -3.245 -5.984 0.642
H -3.316 -6.036 -1.118
H -3.970 -3.529 0.476
H -4.081 -3.779 -1.266
H -5.892 -5.389 -0.989
H -5.729 -5.305 0.768
H -7.350 -3.592 0.525
H -5.906 -2.658 0.191
H -8.064 -3.584 -1.639
H -6.453 -3.616 -2.348
H -7.666 -1.473 -2.770
H -7.640 -1.141 -1.044
H -4.971 -1.855 -1.769
H -5.550 -0.853 -3.090
H -4.892 0.933 -1.862
H -6.208 0.597 -0.736
H -3.564 -0.850 -0.467
H -4.831 -0.585 0.751
H -4.310 1.965 0.323
H -2.751 1.372 -0.250
H -1.747 -0.311 1.214
H -1.765 0.247 2.906
H -3.004 -0.875 2.333
H 0.985 -5.583 0.227
H 1.222 -4.873 -1.181
H -0.451 -7.565 -1.708
H 0.194 1.423 -1.670
H -1.403 1.069 -1.741
H 0.760 -2.587 -4.038
H 2.267 -1.803 -4.527
H 2.158 -2.613 -2.958
H -0.161 0.356 -4.391
O 7.743 2.792 2.987
C 7.378 1.637 3.000
C 8.345 0.522 2.832
C 7.945 -0.746 2.841
C 6.515 -1.102 3.022
O 6.150 -2.258 3.021
C 5.548 0.013 3.196
C 5.947 1.282 3.184
H 9.382 0.805 2.700
H 8.631 -1.575 2.715
H 4.511 -0.267 3.329
H 5.259 2.108 3.306
O 2.610 5.647 3.074
C 2.384 5.045 2.043
C 3.400 4.943 0.969
C 3.151 4.258 -0.143
C 1.851 3.583 -0.354
O 1.628 2.937 -1.357
C 0.827 3.698 0.715
C 1.078 4.374 1.831
H 4.341 5.443 1.150
H 3.877 4.159 -0.940
H -0.111 3.186 0.540
H 0.356 4.462 2.633
O 3.004 10.076 -5.047
C 3.213 9.467 -4.023
C 2.148 8.654 -3.379
C 2.378 7.987 -2.252
C 3.707 8.025 -1.592
O 3.913 7.412 -0.566
C 4.771 8.835 -2.234
C 4.543 9.503 -3.361
H 1.189 8.641 -3.879
H 1.618 7.389 -1.764
H 5.731 8.846 -1.734
H 5.302 10.101 -3.849
O 2.652 2.086 4.087
C 2.419 2.409 5.236
C 2.349 3.837 5.630
C 2.096 4.186 6.889
C 1.873 3.167 7.944
O 1.641 3.482 9.091
C 1.945 1.736 7.544
C 2.198 1.384 6.287
H 2.514 4.555 4.832
H 2.040 5.220 7.204
H 1.780 1.011 8.331
H 2.254 0.350 5.971

Entry 3:
Entry from OMol25: a molecular structure, C38H32NO2P2PdSSe (wB97M-V/def2-TZVPD).

- HOMO-LUMO gap (spin up / spin down) (eV) = 7.12 / 7.12
- E (eV) = -143748.3294
- lowest unoccupied orbital energy (spin up / spin down) (eV) = -2.618 / -2.617
- energy relative to the best compared isomer or geometry (same formula, charge and spin) (eV) = 0.000
- 2S+1 = 1
- total charge = +1

Positions of all 78 atoms, in Å:
Pd -0.654 -1.453 -1.065
O 1.309 -1.504 -0.287
P 2.169 -0.297 -0.004
C 1.481 0.585 1.435
P -0.163 1.255 0.998
O -0.719 0.532 -0.196
C -1.215 1.063 2.434
C -1.800 -0.191 2.620
C -2.634 -0.410 3.703
C -2.889 0.621 4.600
C -2.315 1.869 4.413
C -1.478 2.095 3.329
C 0.090 2.986 0.619
C -0.468 3.478 -0.557
C -0.257 4.800 -0.921
C 0.507 5.628 -0.113
C 1.066 5.141 1.063
C 0.862 3.821 1.428
C 3.851 -0.752 0.391
C 4.423 -0.544 1.643
C 5.731 -0.940 1.879
C 6.463 -1.548 0.870
C 5.893 -1.764 -0.379
C 4.590 -1.367 -0.621
C 2.249 0.910 -1.331
C 1.575 0.710 -2.531
C 1.621 1.683 -3.518
C 2.332 2.856 -3.304
C 3.016 3.054 -2.112
C 2.984 2.078 -1.130
H 2.140 1.388 1.768
H 1.372 -0.143 2.241
H -1.609 -0.990 1.912
H -3.088 -1.381 3.847
H -3.544 0.450 5.444
H -2.524 2.673 5.106
H -1.051 3.078 3.178
H -1.050 2.816 -1.187
H -0.686 5.181 -1.838
H 0.672 6.659 -0.399
H 1.662 5.789 1.691
H 1.307 3.448 2.344
H 3.859 -0.080 2.442
H 6.176 -0.777 2.852
H 7.483 -1.857 1.057
H 6.465 -2.242 -1.162
H 4.145 -1.537 -1.595
H 1.022 -0.206 -2.697
H 1.106 1.522 -4.456
H 2.364 3.614 -4.076
H 3.580 3.963 -1.951
H 3.537 2.227 -0.208
S -5.050 -2.187 -0.864
C -3.365 -2.462 -0.840
N -2.637 -1.502 -1.328
C -3.413 -0.445 -1.791
C -2.940 0.716 -2.403
C -3.861 1.657 -2.805
C -5.236 1.460 -2.605
C -5.712 0.312 -2.011
C -4.781 -0.645 -1.607
H -2.939 -3.380 -0.458
H -1.877 0.852 -2.549
H -3.523 2.564 -3.288
H -5.934 2.218 -2.932
H -6.773 0.155 -1.869
Se -0.431 -3.429 -2.337
C -0.792 -4.715 -0.963
C -0.267 -4.573 0.322
C -0.580 -5.500 1.306
C -1.394 -6.587 1.014
C -1.896 -6.743 -0.270
C -1.608 -5.806 -1.254
H 0.397 -3.747 0.538
H -0.169 -5.383 2.301
H -1.631 -7.311 1.782
H -2.524 -7.592 -0.508
H -2.020 -5.917 -2.249